Computed, not measured: a single C5H10O molecule at a distorted geometry, with the ωB97M-V functional and the def2-TZVPD basis.

Geometry (Å):
C (2.3644, -0.1719, -0.0671)
C (1.1355, 0.6135, -0.4789)
C (0.0367, 0.1144, 0.4207)
O (0.2546, -0.0530, 1.6049)
C (-1.1694, -0.3301, -0.3404)
C (-2.4082, -0.0685, 0.4879)
H (2.9815, -0.2918, -0.9425)
H (2.8476, 0.2884, 0.7852)
H (2.1098, -1.2046, 0.2940)
H (0.8878, 0.4350, -1.5329)
H (1.1256, 1.7323, -0.4119)
H (-1.0062, -1.3895, -0.5736)
H (-1.1531, 0.2335, -1.2740)
H (-2.4645, 1.0073, 0.6717)
H (-3.2864, -0.3993, -0.0661)
H (-2.3074, -0.6003, 1.4312)

Computed properties:
- Total energy: -7394.2183 eV
- Energy relative to the best compared isomer or geometry (same formula, charge and spin): 0.547 eV
- Kohn-Sham gap: 10.422 eV

***

Computed, not measured: a molecular structure, C35H38CsFN6O3S2Si, with the ωB97M-V functional and the def2-TZVPD basis.

Geometry (Å):
Cs (-0.4624, -0.4942, -0.1458)
C (-3.5690, 3.5984, -3.0309)
Si (-3.0543, 1.8704, -2.4232)
C (-1.5129, 1.3887, -3.3818)
C (-4.4061, 0.6835, -3.0134)
N (-2.7066, 1.8409, -0.7683)
C (-3.5169, 2.2010, 0.2242)
C (-4.9006, 2.5491, 0.1369)
C (-5.6643, 2.9202, 1.2311)
C (-5.1264, 2.9681, 2.5120)
C (-3.7801, 2.6271, 2.6601)
C (-3.0406, 2.2631, 1.5658)
F (-1.7246, 1.9403, 1.7695)
H (-3.8074, 3.5927, -4.0999)
H (-2.7648, 4.3205, -2.8646)
H (-4.4493, 3.9530, -2.4886)
H (-1.6510, 1.5422, -4.4571)
H (-1.2771, 0.3317, -3.2277)
H (-0.6410, 1.9657, -3.0640)
H (-4.4048, 0.6276, -4.1082)
H (-5.4083, 0.9775, -2.6919)
H (-4.1898, -0.3134, -2.6203)
H (-5.3664, 2.5027, -0.8409)
H (-6.7103, 3.1676, 1.0770)
H (-5.7229, 3.2529, 3.3689)
H (-3.2959, 2.6291, 3.6309)
C (1.6240, -9.0448, 0.4326)
C (0.4325, -8.7164, -0.4314)
C (-0.4280, -9.7432, -0.8163)
C (-1.5391, -9.4673, -1.5954)
C (-1.7980, -8.1738, -2.0140)
C (-0.9297, -7.1350, -1.6664)
N (-1.1423, -5.8129, -2.0261)
C (-1.8904, -5.3008, -3.0726)
C (-2.1482, -6.0174, -4.2495)
C (-2.8474, -5.4368, -5.2947)
C (-3.2910, -4.1251, -5.2080)
C (-2.9965, -3.3977, -4.0634)
C (-2.3013, -3.9515, -2.9969)
C (-1.9317, -3.0256, -1.8364)
O (-1.1598, -3.4806, -0.9390)
O (-2.3533, -1.8572, -1.8911)
C (0.1894, -7.4088, -0.8522)
C (1.0878, -6.2624, -0.4744)
H (1.6362, -10.1081, 0.6732)
H (1.6090, -8.4859, 1.3702)
H (2.5645, -8.8026, -0.0671)
H (-0.2285, -10.7571, -0.4882)
H (-2.2233, -10.2626, -1.8680)
H (-2.6920, -7.9562, -2.5786)
H (-0.9310, -5.0655, -1.3470)
H (-1.7682, -7.0226, -4.3596)
H (-3.0290, -6.0181, -6.1924)
H (-3.8372, -3.6683, -6.0236)
H (-3.2922, -2.3606, -3.9628)
H (1.3832, -5.7091, -1.3694)
H (1.9883, -6.5844, 0.0409)
H (0.5774, -5.5397, 0.1689)
N (2.6664, -1.9656, 0.8936)
C (3.6340, -2.5028, 0.5209)
N (4.6027, -3.1928, -0.0073)
C (5.8544, -3.0347, 0.3555)
N (6.9900, -2.9775, 0.6015)
C (2.3986, -1.5826, -4.4159)
S (2.5076, -1.3707, -2.6306)
C (1.8022, -2.9644, -2.2221)
O (1.4751, -0.3405, -2.3075)
H (3.0299, -2.4149, -4.7281)
H (2.7446, -0.6589, -4.8761)
H (1.3550, -1.7610, -4.6762)
H (2.4775, -3.7357, -2.5954)
H (0.8081, -3.0468, -2.6610)
H (1.7418, -3.0322, -1.1389)
S (2.4671, -0.2704, 4.8902)
C (1.5290, -0.3678, 3.4248)
N (0.7006, 0.5886, 3.2073)
C (0.7641, 1.5233, 4.2333)
C (0.0151, 2.7002, 4.2974)
C (0.1830, 3.5360, 5.3823)
C (1.0852, 3.2214, 6.4069)
C (1.8366, 2.0643, 6.3561)
C (1.6700, 1.2198, 5.2604)
H (1.7006, -1.1863, 2.7327)
H (-0.6740, 2.9278, 3.4969)
H (-0.3921, 4.4516, 5.4419)
H (1.1990, 3.8956, 7.2468)
H (2.5413, 1.8237, 7.1419)

Computed properties:
- Net charge: -2
- Total energy: -84813.9288 eV
- Energy relative to the best compared isomer or geometry (same formula, charge and spin): 0.000 eV
- Kohn-Sham gap: 5.455 eV

***

Computed, not measured: a single C6H11N molecule at a distorted geometry, with the ωB97M-V functional and the def2-TZVPD basis.

Geometry (Å):
C (2.8078, 1.0422, 1.9191)
C (2.0300, 0.9782, 0.6205)
C (0.7432, 0.6141, 0.5044)
N (0.0901, 0.4351, -0.7007)
C (-1.3956, 0.0504, -0.9022)
C (-2.8541, -1.8451, -0.8459)
C (-1.5869, -1.4395, -0.9195)
H (3.4028, 1.9811, 1.9969)
H (2.1042, 1.1157, 2.7965)
H (3.4278, 0.1022, 1.9894)
H (2.6137, 1.3374, -0.2352)
H (0.1221, 0.6090, 1.4238)
H (0.7069, 0.5055, -1.5132)
H (-1.9451, 0.5980, -1.6626)
H (-1.7485, 0.3989, 0.0536)
H (-3.6723, -1.2399, -1.2466)
H (-3.1981, -2.6370, -0.1857)
H (-0.7911, -2.1753, -0.7382)

Computed properties:
- Total energy: -7887.7024 eV
- Energy relative to the best compared isomer or geometry (same formula, charge and spin): 2.829 eV
- Kohn-Sham gap: 8.492 eV